# C18H43BeO11P2S2Si

C18H43BeO11P2S2Si as an isolated structure (ωB97M-V/def2-TZVPD, OMol25).

- DFT total energy (eV) = -90433.9721
- lowest unoccupied orbital energy (eV) = 2.4
- gap between HOMO and LUMO (eV) = 8.4
- HOMO (eV) = -5.94
- total charge = -1

Positions of all 78 atoms, in Å:
Be  -0.588  0.772  -1.242
O  -0.920  0.814  -4.735
P  -0.296  1.859  -3.712
O  0.593  2.845  -4.330
O  0.271  1.085  -2.491
O  -1.631  2.580  -3.093
P  -2.837  1.663  -2.485
O  -3.733  2.751  -1.783
O  -3.520  0.925  -3.566
O  -2.144  0.779  -1.416
H  -1.869  0.652  -4.567
H  -3.191  3.433  -1.315
C  1.143  -3.803  3.724
C  0.913  -2.382  3.226
C  -0.557  -2.005  3.384
C  1.802  -1.388  3.964
O  1.324  -2.365  1.863
Si  0.615  -1.863  0.462
S  0.273  0.195  0.519
O  1.661  -2.201  -0.750
C  2.828  -3.010  -0.865
C  3.193  -2.993  -2.343
C  3.952  -2.399  -0.032
C  2.522  -4.434  -0.406
O  -0.739  -2.776  0.330
C  -1.728  -3.027  -0.676
C  -1.318  -2.442  -2.023
C  -3.033  -2.407  -0.197
C  -1.859  -4.541  -0.773
H  0.852  -3.899  4.773
H  2.197  -4.072  3.623
H  0.549  -4.496  3.126
H  -0.825  -2.024  4.443
H  -1.193  -2.707  2.841
H  -0.747  -1.005  2.986
H  1.569  -1.373  5.031
H  1.646  -0.389  3.550
H  2.852  -1.656  3.833
H  3.380  -1.967  -2.664
H  2.365  -3.387  -2.936
H  4.084  -3.597  -2.530
H  4.191  -1.401  -0.404
H  4.847  -3.024  -0.087
H  3.639  -2.315  1.010
H  1.694  -4.847  -0.988
H  2.241  -4.438  0.649
H  3.398  -5.073  -0.543
H  -1.242  -1.353  -1.971
H  -2.064  -2.693  -2.779
H  -0.349  -2.833  -2.335
H  -2.943  -1.324  -0.129
H  -3.282  -2.796  0.795
H  -3.847  -2.647  -0.885
H  -0.919  -4.979  -1.118
H  -2.655  -4.817  -1.469
H  -2.089  -4.954  0.211
C  0.263  6.521  -1.725
C  1.048  5.600  -0.791
C  0.757  4.125  -1.063
S  -0.694  3.465  -0.236
O  -1.844  4.425  -0.467
C  -0.182  3.645  1.517
C  -1.108  4.573  2.292
C  -2.442  3.918  2.648
H  0.478  7.571  -1.513
H  -0.808  6.353  -1.616
H  0.530  6.323  -2.765
H  0.825  5.857  0.247
H  2.120  5.760  -0.927
H  1.555  3.444  -0.748
H  0.588  3.949  -2.130
H  0.851  3.988  1.522
H  -0.201  2.633  1.923
H  -1.292  5.477  1.709
H  -0.585  4.870  3.205
H  -3.028  3.726  1.749
H  -3.030  4.561  3.306
H  -2.281  2.965  3.159

---

# C18H43Br2F3N6O4P2

A 3-piece molecular cluster, C18H43Br2F3N6O4P2 overall in a non-equilibrium geometry (ωB97M-V/def2-TZVPD, OMol25).

- DFT total energy (eV) = -203305.0805
- lowest unoccupied orbital energy (eV) = -0.5
- gap between HOMO and LUMO (eV) = 7.9
- HOMO (eV) = -8.32

Positions of all 78 atoms, in Å:
O  -3.150  -2.026  5.772
C  -2.502  -1.457  4.924
O  -1.248  -1.023  5.168
C  -0.307  -1.456  4.161
C  -0.029  -2.947  4.339
C  0.618  -3.644  3.119
C  0.054  -3.288  1.753
F  0.503  -2.105  1.301
Br  0.831  -4.630  0.513
C  -1.526  -3.369  1.637
F  -2.040  -2.140  1.565
F  -2.063  -4.081  2.616
Br  -2.059  -4.230  -0.040
H  -2.967  -1.291  3.940
H  0.605  -0.908  4.366
H  -0.674  -1.169  3.179
H  -0.896  -3.523  4.650
H  0.691  -3.033  5.149
H  1.672  -3.375  3.116
H  0.599  -4.719  3.244
O  -1.842  -3.785  -5.505
P  -1.331  -2.362  -5.441
N  -1.460  -2.061  -3.745
C  -2.745  -1.887  -3.094
C  -0.586  -2.914  -2.957
N  -2.521  -1.618  -6.416
C  -3.322  -0.477  -6.041
C  -3.268  -2.484  -7.323
N  -0.279  -0.946  -5.686
C  0.888  -1.275  -6.525
C  0.135  -0.039  -4.625
H  -2.588  -1.585  -2.056
H  -3.357  -2.800  -3.102
H  -3.316  -1.078  -3.547
H  0.442  -2.855  -3.338
H  -0.901  -3.965  -2.989
H  -0.556  -2.590  -1.917
H  -4.208  -0.774  -5.466
H  -3.672  0.050  -6.934
H  -2.757  0.257  -5.466
H  -4.081  -3.013  -6.810
H  -2.618  -3.225  -7.778
H  -3.699  -1.892  -8.134
H  1.619  -1.886  -5.984
H  1.385  -0.370  -6.877
H  0.567  -1.835  -7.409
H  0.824  -0.494  -3.904
H  -0.719  0.362  -4.086
H  0.644  0.814  -5.084
O  1.903  1.275  3.201
P  1.856  2.784  3.415
N  1.032  3.121  1.921
C  1.677  2.946  0.634
C  -0.323  2.596  1.900
N  3.533  3.097  3.392
C  4.218  3.964  2.462
C  4.409  2.006  3.804
N  1.549  4.474  3.918
C  1.048  4.543  5.304
C  0.849  5.466  3.114
H  1.025  3.331  -0.154
H  1.910  1.896  0.410
H  2.591  3.531  0.562
H  -0.871  2.929  2.790
H  -0.340  1.499  1.882
H  -0.867  2.970  1.031
H  4.465  3.444  1.529
H  5.156  4.319  2.899
H  3.643  4.860  2.227
H  4.574  1.285  2.993
H  3.993  1.471  4.653
H  5.378  2.402  4.117
H  0.012  4.197  5.378
H  1.103  5.561  5.691
H  1.662  3.913  5.955
H  -0.219  5.257  2.994
H  1.297  5.573  2.131
H  0.948  6.437  3.610